A molecular structure, C35H57N2O2P2V, computed with ωB97M-V with the def2-TZVPD basis set.

```
99
Properties=species:S:1:pos:R:3:forces:R:3:lowdin_charge:R:1
C -1.94761 -1.49613 -1.01047 -0.268 -1.290 -0.380 -0.358
C 0.22903 -1.67646 -1.87534 1.644 1.878 -0.589 -0.361
C -2.31566 -2.52736 -1.85319 -1.010 0.166 0.752 -0.063
C -0.21357 -2.45256 -2.99210 -1.024 -0.566 0.694 -0.028
C -1.48463 -2.99661 -2.86755 1.734 0.573 -0.699 -0.053
H -3.27953 -2.98486 -1.70310 -0.268 0.056 -0.120 0.109
H 0.49147 -2.73793 -3.78990 -0.369 0.059 0.695 0.126
H -1.77470 -3.78173 -3.55348 -0.342 0.114 0.006 0.112
N -0.67465 -1.04024 -1.01907 -0.063 -0.953 0.163 -0.009
P -2.54069 0.75577 0.53202 -1.390 -0.081 0.296 1.118
P 2.17175 -0.58279 -0.25606 0.555 -0.314 0.786 1.099
C -2.94608 -0.95205 -0.00592 -0.461 -0.337 0.007 -0.261
H -3.97349 -1.00191 -0.39723 0.355 0.095 -0.206 0.087
H -3.02081 -1.60615 0.87802 0.449 0.186 -0.127 0.090
C 0.17764 1.61444 1.75395 1.764 5.875 6.298 -0.241
O 0.36023 2.44160 2.58183 -0.809 -3.157 -3.168 0.100
C 1.64481 -1.50268 -1.68758 -2.025 3.683 -2.825 -0.350
H 2.07879 -0.99266 -2.57308 0.114 -1.191 -0.126 0.059
C 3.60512 0.80845 -0.45631 -0.649 -0.999 -0.047 -0.630
C 2.92894 -2.27315 0.21918 0.373 0.932 0.733 -0.651
C -3.41645 1.82455 -0.79444 0.103 0.003 0.383 -0.643
C -3.45003 0.91905 2.22801 0.070 0.173 -0.428 -0.645
C 3.13239 2.16685 0.07456 -0.170 -0.074 -0.007 -0.107
H 2.83709 2.12925 1.12931 0.070 -0.062 -0.146 0.068
H 3.97417 2.87319 -0.00544 -0.248 -0.157 -0.008 0.096
H 2.29513 2.56652 -0.50387 0.119 -0.005 0.090 0.052
C 4.84012 0.41948 0.35570 0.210 0.021 -0.015 -0.095
H 4.60364 0.33308 1.42356 0.092 -0.020 -0.257 0.081
H 5.30668 -0.50435 -0.00251 -0.149 0.200 0.159 0.068
H 5.59052 1.22043 0.25714 -0.200 -0.153 -0.022 0.096
C 3.94773 0.94986 -1.92899 0.226 0.218 -0.158 -0.094
H 4.71661 1.73033 -2.01736 -0.097 -0.101 -0.131 0.096
H 4.35580 0.03411 -2.36842 -0.115 0.114 0.077 0.080
H 3.07499 1.27352 -2.50714 0.180 -0.106 0.014 0.056
C 3.51617 -2.22337 1.61737 0.419 -0.578 0.531 -0.099
H 2.82264 -1.72885 2.31854 0.311 -0.263 -0.260 0.059
H 3.65899 -3.26568 1.94772 0.132 0.336 0.211 0.093
H 4.49185 -1.72184 1.64027 -0.371 -0.235 0.105 0.059
C 1.76346 -3.27456 0.21671 -0.226 -0.125 -0.158 -0.105
H 0.94579 -2.89097 0.84117 0.164 -0.244 -0.059 0.059
H 1.36659 -3.44447 -0.78723 0.238 -0.049 0.411 0.068
H 2.08979 -4.25739 0.56835 0.143 0.161 0.351 0.095
C 3.96698 -2.61260 -0.87674 0.246 -0.302 -0.121 -0.081
H 3.89282 -1.99185 -1.78191 0.006 -0.240 0.483 0.051
H 5.00279 -2.54127 -0.52001 -0.271 -0.173 0.106 0.079
H 3.77563 -3.63434 -1.22798 0.258 0.106 0.096 0.092
C -3.25087 2.35472 2.74695 -0.082 0.035 0.156 -0.081
H -3.60336 2.41290 3.78946 0.101 -0.053 -0.280 0.100
H -2.19152 2.64876 2.73963 -0.319 -0.020 -0.001 0.067
H -3.83132 3.08800 2.17355 0.176 -0.246 0.208 0.065
C -2.76726 -0.05087 3.19973 0.201 -0.135 -0.006 -0.102
H -2.96787 -1.09937 2.94696 0.031 0.223 0.048 0.073
H -1.67912 0.09181 3.22458 -0.191 -0.038 -0.010 0.046
H -3.14956 0.11336 4.22001 0.069 0.028 -0.328 0.106
C -4.94815 0.56612 2.17966 -0.143 0.027 0.135 -0.078
H -5.30144 0.37728 3.20705 0.165 0.050 -0.274 0.097
H -5.56586 1.38052 1.78415 0.236 -0.301 0.118 0.066
H -5.14924 -0.34514 1.60016 0.038 0.208 0.123 0.081
C -2.94908 1.41773 -2.20251 0.171 -0.070 -0.108 -0.074
H -3.56719 1.94396 -2.94599 0.111 -0.158 0.248 0.100
H -1.91504 1.70055 -2.39239 -0.430 -0.201 -0.007 0.034
H -3.04858 0.33986 -2.37591 -0.043 0.198 -0.063 0.084
C -3.03983 3.28794 -0.51412 -0.125 0.223 -0.178 -0.088
H -1.95067 3.42425 -0.45710 -0.335 0.013 -0.005 0.062
H -3.42573 3.90749 -1.33804 0.146 -0.084 0.170 0.098
H -3.49235 3.66849 0.41148 0.187 -0.139 -0.389 0.062
C -4.94454 1.66255 -0.80437 -0.173 0.190 -0.019 -0.081
H -5.25603 0.60964 -0.86129 0.026 0.316 0.069 0.083
H -5.44069 2.15169 0.04301 0.209 -0.203 -0.277 0.070
H -5.31088 2.15614 -1.71986 0.036 -0.158 0.323 0.095
V -0.09990 0.40630 0.42088 -0.212 -3.254 -2.349 0.469
N -0.05255 1.86432 -0.96089 0.918 1.860 -6.587 0.101
C 0.12620 2.14806 -2.12614 0.889 -3.166 6.828 -0.060
C 0.71031 2.24830 -3.39670 -0.038 1.552 -2.349 -0.196
C 0.79613 3.61091 -3.81111 -0.699 -0.240 0.227 -0.020
C 0.98729 1.24903 -4.39171 -0.421 0.627 -0.091 0.017
C 0.92250 3.95604 -5.13740 0.352 0.554 -0.026 -0.069
H 0.63433 4.45200 -3.11829 -0.002 -0.765 -0.070 0.133
C 1.18508 1.68333 -5.71622 0.262 -0.410 -0.073 -0.055
H 1.04092 0.16665 -4.21384 -0.299 0.643 0.341 0.107
C 1.12742 3.01245 -6.13207 -0.150 -0.065 0.787 -0.038
H 0.83717 5.01324 -5.32359 0.194 0.154 -0.465 0.112
H 1.38305 0.96442 -6.50789 -0.018 -0.229 0.418 0.115
H 1.24434 3.30111 -7.17875 -0.091 -0.202 0.379 0.123
C 0.29517 -3.79593 3.40497 0.042 -0.279 0.147 -0.056
C -0.41441 -2.47465 3.24587 0.001 0.536 -0.146 -0.260
O 0.49628 -1.40761 2.88133 -0.482 -0.073 -0.102 -0.242
C 0.95094 -0.59972 3.96899 -0.025 -0.011 -0.057 -0.287
C 1.59886 -1.35717 5.11364 0.169 0.057 0.258 -0.070
H 0.98942 -3.76896 4.24930 -0.092 -0.073 -0.192 0.072
H 0.84132 -4.07306 2.50008 -0.112 0.066 0.260 0.055
H -0.45154 -4.56887 3.60649 0.068 -0.019 0.000 0.090
H -1.15409 -2.52034 2.42575 0.255 -0.049 0.325 0.108
H -0.94626 -2.20593 4.17676 0.091 -0.023 -0.351 0.123
H 1.66516 0.10278 3.52293 -0.084 -0.161 0.064 0.108
H 0.10501 -0.01051 4.35361 0.115 -0.024 0.031 0.109
H 2.41831 -2.01151 4.78263 -0.295 0.198 0.016 0.083
H 2.02580 -0.61387 5.79990 -0.091 -0.180 -0.079 0.089
H 0.86561 -1.94276 5.68567 0.249 0.095 -0.183 0.082
```
Forces are in eV/Å.

orbital gap (alpha / beta): 5.61 / 5.16 eV
relative energy (zero: lowest compared OMol25 entry of this formula, charge and spin): 71.38 kcal/mol
highest occupied orbital energy (alpha / beta): -8.845 / -8.735 eV
charge: +1
strongest force on any atom: 8.79 eV/A
2S+1: 4